This record from the OMol25 dataset describes a cluster of 5 separate species, C36H43Br2N2O10P in total. The level of theory is wB97M-V/def2-TZVPD.

Geometry as XYZ:
```
94
Properties=species:S:1:pos:R:3:mulliken_charge:R:1
C -3.260 2.684 1.860 -0.429
C -3.411 1.407 2.876 -0.697
P -2.867 -0.283 2.074 0.202
C -3.857 -0.462 0.452 -0.740
C -0.986 -0.122 1.795 -0.920
N -0.101 -0.584 2.913 -0.092
C -0.576 -1.782 3.674 -0.820
C -0.526 -3.217 2.836 0.057
O 0.643 -3.311 1.918 -0.440
C -1.953 -3.646 2.156 0.252
N -3.086 -3.742 3.188 -0.754
C -0.470 -0.723 0.320 -0.067
O 1.031 -0.756 0.325 0.052
C 1.533 -1.684 -0.704 -0.629
C -0.842 0.453 -0.811 0.253
Br 0.679 1.725 -1.157 -0.107
C -1.445 -0.270 -2.152 -0.021
C -2.702 0.580 -2.856 -0.746
Br -0.097 -0.529 -3.633 -0.137
H -4.191 2.655 1.124 0.193
H -3.333 3.661 2.541 0.264
H -2.252 2.708 1.266 -0.077
H -4.544 1.324 3.242 0.345
H -2.787 1.555 3.882 0.312
H -5.000 -0.566 0.751 0.444
H -3.548 -1.410 -0.160 0.167
H -3.811 0.514 -0.234 -0.002
H -0.788 1.052 1.690 0.349
H 0.230 0.200 3.518 0.355
H -1.605 -1.634 4.261 0.237
H 0.219 -1.943 4.554 0.407
H -0.309 -4.040 3.675 0.294
H 0.364 -4.046 1.272 0.265
H -1.823 -4.756 1.739 0.186
H -2.294 -2.992 1.248 -0.124
H -3.824 -4.307 2.690 0.286
H -3.485 -2.791 3.374 0.331
H -0.944 -1.761 0.059 0.329
H 2.272 -2.460 -0.194 0.115
H 2.156 -1.017 -1.469 0.218
H 0.700 -2.224 -1.330 0.326
H -1.722 1.129 -0.370 -0.289
H -1.932 -1.311 -1.831 0.303
H -3.089 1.458 -2.187 0.200
H -2.351 0.970 -3.927 0.268
H -3.635 -0.123 -3.087 0.254
O 1.765 3.613 -7.691 -0.559
C 0.789 3.797 -6.977 0.361
C 0.770 3.346 -5.572 -0.304
C -0.299 3.546 -4.794 -0.250
C -1.505 4.226 -5.306 0.258
O -2.482 4.410 -4.593 -0.567
C -1.486 4.677 -6.711 -0.380
C -0.417 4.477 -7.489 -0.378
H 1.662 2.850 -5.211 0.453
H -0.329 3.221 -3.761 0.526
H -2.378 5.174 -7.072 0.417
H -0.387 4.802 -8.522 0.408
O 1.909 7.657 2.319 -0.554
C 0.779 7.228 2.128 0.357
C 0.500 6.247 1.061 -0.420
C -0.735 5.781 0.853 -0.263
C -1.873 6.226 1.681 0.408
O -3.003 5.797 1.490 -0.551
C -1.595 7.207 2.748 -0.398
C -0.360 7.673 2.956 -0.390
H 1.346 5.930 0.463 0.442
H -0.957 5.062 0.074 0.536
H -2.441 7.524 3.346 0.421
H -0.138 8.393 3.735 0.406
O -0.355 -5.556 0.372 -0.519
C 0.273 -6.604 0.322 0.324
C 0.275 -7.441 -0.894 -0.385
C 0.960 -8.587 -0.947 -0.378
C 1.745 -9.066 0.208 0.314
O 2.373 -10.115 0.158 -0.548
C 1.743 -8.230 1.425 -0.459
C 1.058 -7.083 1.477 -0.163
H -0.305 -7.075 -1.733 0.420
H 0.971 -9.213 -1.831 0.404
H 2.323 -8.595 2.264 0.423
H 1.047 -6.458 2.362 0.468
O 4.814 -1.932 -0.869 -0.548
C 5.374 -1.059 -0.221 0.435
C 6.847 -0.978 -0.156 -0.463
C 7.459 -0.025 0.554 -0.425
C 6.689 0.988 1.303 0.319
O 7.249 1.861 1.951 -0.562
C 5.216 0.907 1.238 -0.530
C 4.604 -0.045 0.527 -0.257
H 7.398 -1.728 -0.711 0.419
H 8.538 0.048 0.613 0.407
H 4.665 1.657 1.792 0.451
H 3.525 -0.118 0.468 0.697
```

Calculated values
highest occupied orbital energy: -8.06 eV
total energy: -210846.7622 eV
net charge: 0
frontier orbital gap: 5.994 eV
SMILES: CCP(C)[C@@H](NC[C@H](O)CN)[C@H](OC)[C@@H](Br)[C@@H](C)Br.O=C1C=CC(=O)C=C1.O=C1C=CC(=O)C=C1.O=C1C=CC(=O)C=C1.O=C1C=CC(=O)C=C1

This record from the OMol25 dataset describes a structure of composition C36H43Br90FNOP. The level of theory is wB97M-V/def2-TZVPD.

Geometry as XYZ:
```
173
Properties=species:S:1:pos:R:3:mulliken_charge:R:1
C -3.104 -5.433 -2.672 -0.833
C -3.289 -4.042 -3.260 0.228
O -4.180 -3.836 -3.936 -0.430
N -2.300 -3.044 -2.971 0.520
C -2.849 -1.899 -2.231 -0.682
P -1.450 -2.601 -4.430 -0.033
C 0.149 -3.588 -4.314 -0.851
C 1.235 -2.722 -3.584 -0.153
C 1.048 -2.937 -2.077 -0.092
F 1.793 -2.019 -1.352 -0.451
H -2.764 -6.123 -3.441 0.319
H -3.982 -5.776 -2.133 0.317
H -2.303 -5.353 -1.935 0.057
H -3.355 -1.158 -2.847 -0.148
H -3.578 -2.248 -1.493 0.351
H -2.035 -1.452 -1.653 0.317
H -1.067 -1.236 -4.427 -0.070
H -0.086 -4.424 -3.644 0.329
H 0.460 -3.961 -5.284 0.508
H 2.225 -3.027 -3.921 0.418
H 1.025 -1.670 -3.774 -0.065
H 0.002 -2.905 -1.774 -0.055
H 1.461 -3.923 -1.843 0.280
C 2.031 -2.604 1.500 1.081
Br 0.707 -1.670 2.547 0.068
Br 3.826 -1.933 1.711 -0.074
Br 1.959 -4.499 1.851 0.055
H 1.758 -2.459 0.464 -0.845
C 6.719 -5.590 1.298 -0.409
Br 7.855 -4.143 1.879 0.074
Br 5.764 -6.395 2.768 0.017
Br 5.512 -5.080 -0.115 0.039
H 7.376 -6.344 0.888 0.336
C -2.293 -5.924 1.790 -0.439
Br -1.504 -5.504 3.493 0.039
Br -1.894 -4.557 0.490 0.072
Br -1.799 -7.682 1.170 -0.047
H -3.363 -5.925 1.929 0.385
C -1.801 1.310 3.558 -0.365
Br -1.439 -0.063 4.867 0.050
Br -2.924 2.704 4.277 -0.093
Br -0.180 2.022 2.790 0.015
H -2.354 0.845 2.755 0.356
C 2.488 1.479 -4.630 -0.455
Br 2.953 0.163 -5.964 -0.039
Br 0.574 1.625 -4.441 0.009
Br 3.395 1.155 -2.962 0.072
H 2.841 2.433 -4.990 0.386
C 2.593 4.125 7.810 -0.356
Br 3.119 2.766 9.074 -0.026
Br 1.799 5.648 8.686 -0.027
Br 4.050 4.640 6.666 0.103
H 1.835 3.693 7.179 0.315
C -6.906 -0.403 -3.684 -0.411
Br -6.671 -1.926 -2.526 -0.025
Br -7.802 1.046 -2.781 -0.008
Br -5.243 0.177 -4.477 0.052
H -7.547 -0.719 -4.493 0.390
C 4.927 7.993 4.258 0.067
Br 4.454 6.673 2.924 0.002
Br 3.400 8.519 5.314 0.028
Br 6.416 7.438 5.360 -0.070
H 5.261 8.870 3.718 -0.068
C 5.909 4.154 -1.205 -0.316
Br 5.247 2.891 0.096 0.072
Br 4.492 4.906 -2.277 -0.046
Br 6.977 5.529 -0.374 -0.065
H 6.556 3.611 -1.877 0.375
C -5.463 4.780 1.199 -0.307
Br -6.844 5.694 2.189 -0.004
Br -3.730 5.571 1.494 0.001
Br -5.458 2.887 1.565 0.016
H -5.692 4.900 0.151 0.355
C -12.295 1.211 -2.392 -0.358
Br -11.672 2.141 -3.968 -0.008
Br -11.567 -0.570 -2.271 0.087
Br -11.969 2.229 -0.787 0.009
H -13.365 1.109 -2.490 0.333
C 4.296 12.339 3.436 -0.362
Br 4.665 10.924 2.172 -0.011
Br 2.413 12.479 3.820 -0.004
Br 5.346 12.158 5.045 0.069
H 4.594 13.264 2.968 0.348
C -3.150 1.039 -8.177 -0.370
Br -3.837 2.594 -7.267 -0.029
Br -2.157 -0.127 -6.995 0.117
Br -4.542 0.088 -9.112 -0.028
H -2.454 1.395 -8.922 0.356
C 7.238 -6.779 -3.834 -0.064
Br 6.489 -8.010 -2.551 -0.038
Br 5.880 -6.026 -4.976 0.044
Br 8.297 -5.411 -2.982 -0.004
H 7.903 -7.346 -4.465 0.031
C 9.004 4.147 3.004 -0.402
Br 9.355 2.766 1.705 0.041
Br 7.123 4.349 3.341 0.087
Br 9.986 3.863 4.640 -0.041
H 9.358 5.074 2.579 0.378
C -9.961 6.796 4.216 0.425
Br -10.613 5.497 5.484 -0.005
Br -11.314 7.287 2.934 -0.003
Br -9.218 8.343 5.098 -0.004
H -9.159 6.324 3.665 -0.467
C -10.993 3.979 -7.467 0.339
Br -11.581 5.792 -7.155 -0.012
Br -11.851 3.217 -9.014 0.045
Br -9.069 3.859 -7.577 -0.002
H -11.301 3.391 -6.611 -0.396
C 9.737 -2.344 5.404 -0.341
Br 10.341 -1.499 3.780 0.135
Br 10.381 -4.158 5.539 -0.020
Br 10.188 -1.304 6.964 -0.042
H 8.659 -2.394 5.357 0.332
C 14.054 -5.745 6.462 -0.140
Br 14.928 -5.405 8.147 -0.011
Br 14.530 -4.433 5.134 0.028
Br 14.375 -7.542 5.839 -0.011
H 12.991 -5.652 6.632 0.115
C -15.928 3.320 -11.057 -0.315
Br -15.300 4.254 -12.621 0.001
Br -15.200 1.537 -10.945 -0.020
Br -15.594 4.325 -9.446 -0.011
H -16.999 3.222 -11.154 0.334
C 8.678 -7.365 -8.108 -0.296
Br 7.944 -8.624 -6.845 -0.024
Br 7.307 -6.588 -9.218 0.001
Br 9.736 -6.016 -7.226 -0.010
H 9.340 -7.916 -8.758 0.336
C 3.163 -7.639 6.140 -0.430
Br 4.768 -7.021 7.009 0.007
Br 2.018 -6.177 5.615 0.103
Br 3.562 -8.793 4.648 -0.030
H 2.618 -8.230 6.861 0.312
C 12.959 -1.069 0.770 -0.399
Br 13.895 -0.730 -0.882 -0.055
Br 11.316 -0.058 0.878 -0.033
Br 12.663 -2.953 1.051 0.005
H 13.595 -0.724 1.571 0.392
C 13.695 5.484 5.599 -0.277
Br 13.959 4.836 3.800 0.006
Br 13.474 4.038 6.859 -0.010
Br 15.101 6.690 6.136 -0.042
H 12.775 6.049 5.601 0.302
C 4.776 -12.259 6.740 -0.263
Br 3.651 -11.183 7.878 -0.007
Br 6.633 -11.771 6.910 0.007
Br 4.498 -14.143 7.039 -0.026
H 4.485 -12.051 5.721 0.283
C -2.665 -3.264 7.284 -0.322
Br -2.859 -1.430 7.849 -0.035
Br -0.819 -3.711 6.937 0.023
Br -3.477 -4.489 8.531 -0.047
H -3.195 -3.365 6.348 0.331
C -12.658 7.767 -10.716 -0.091
Br -11.123 8.440 -9.764 -0.029
Br -13.869 9.182 -11.217 -0.018
Br -12.137 6.698 -12.234 -0.008
H -13.193 7.116 -10.038 0.136
C -13.287 -4.017 -0.524 -0.343
Br -13.885 -2.215 -0.193 -0.013
Br -14.141 -4.776 -2.076 0.047
Br -11.363 -4.121 -0.641 -0.037
H -13.586 -4.612 0.325 0.337
C -18.369 -4.340 -3.065 -0.338
Br -17.742 -3.396 -4.626 0.004
Br -17.646 -6.125 -2.974 -0.021
Br -18.029 -3.349 -1.446 0.011
H -19.440 -4.436 -3.161 0.335
C 8.256 14.376 7.397 -0.332
Br 9.054 14.670 5.666 -0.003
Br 6.570 15.295 7.573 -0.004
Br 8.088 12.497 7.795 -0.025
H 8.925 14.798 8.132 0.341
```

Calculated values
highest occupied orbital energy: -8.00 eV
total energy: -6357385.7084 eV
net charge: 0
frontier orbital gap: 7.715 eV

This record from the OMol25 dataset describes a structure of composition C36H43ClN3O10RbSi2Te. The level of theory is wB97M-V/def2-TZVPD.

Geometry as XYZ:
```
97
Properties=species:S:1:pos:R:3:mulliken_charge:R:1
Rb 0.632 -0.389 -0.897 0.851
O -3.604 3.464 0.928 -0.499
C -2.465 2.839 1.235 0.053
O -1.359 3.264 1.021 -0.593
C -2.739 1.512 1.907 0.676
C -3.804 1.427 2.793 -0.471
C -4.052 0.211 3.405 -0.457
C -3.236 -0.860 3.103 -0.570
C -2.187 -0.688 2.200 0.360
N -1.942 0.482 1.603 0.141
C -1.266 -1.908 1.949 -0.200
O -1.518 -2.903 2.644 -0.782
O -0.339 -1.766 1.107 -0.144
H -3.449 4.264 0.348 0.414
H -4.416 2.299 2.976 0.448
H -4.873 0.103 4.105 0.397
H -3.361 -1.838 3.543 0.512
O -1.447 5.688 -2.228 -0.825
C -2.342 4.992 -1.688 0.651
O -3.253 5.375 -0.922 -0.802
C -2.278 3.508 -1.951 0.038
C -3.315 2.642 -2.162 -0.094
Cl -4.989 2.972 -2.273 -0.221
N -2.812 1.376 -2.197 0.453
N -1.488 1.384 -1.991 0.053
C -1.154 2.654 -1.868 0.326
C 0.281 3.012 -1.633 0.299
O 0.622 4.254 -1.911 -0.628
O 1.086 2.198 -1.239 -0.621
C -3.462 0.127 -2.413 0.033
C -3.097 -0.956 -1.627 0.431
C -3.689 -2.188 -1.849 -0.820
C -4.646 -2.336 -2.844 -0.484
C -4.999 -1.247 -3.629 -0.748
C -4.401 -0.013 -3.424 -0.473
H -0.174 4.832 -2.162 0.467
H -2.351 -0.839 -0.853 0.115
H -3.395 -3.030 -1.236 0.461
H -5.106 -3.302 -3.017 0.378
H -5.729 -1.359 -4.421 0.335
H -4.647 0.831 -4.052 0.463
C 5.380 -0.319 3.419 -0.835
Si 4.554 -1.408 4.694 0.157
C 5.855 -1.921 5.957 -1.054
C 3.235 -0.429 5.593 -1.020
C 3.812 -2.913 3.898 -0.436
Te 2.047 -2.397 2.741 0.093
C 2.429 -3.773 1.147 -0.793
Si 3.944 -3.490 0.074 0.306
C 3.675 -4.356 -1.563 -0.820
C 4.257 -1.685 -0.264 -0.005
C 5.478 -4.238 0.888 -1.123
H 5.813 0.569 3.890 0.368
H 4.659 0.013 2.669 0.177
H 6.182 -0.853 2.901 0.288
H 6.311 -1.048 6.433 0.275
H 6.652 -2.501 5.482 0.293
H 5.415 -2.543 6.743 0.297
H 3.671 0.417 6.132 0.296
H 2.704 -1.056 6.315 0.301
H 2.495 -0.035 4.891 0.332
H 3.528 -3.660 4.642 0.450
H 4.535 -3.374 3.222 -0.120
H 1.523 -3.679 0.539 0.218
H 2.425 -4.776 1.579 0.559
H 2.902 -3.819 -2.124 0.021
H 3.367 -5.399 -1.436 0.332
H 4.591 -4.339 -2.162 0.291
H 3.551 -1.364 -1.033 -0.304
H 5.268 -1.528 -0.651 0.417
H 4.125 -1.077 0.633 -0.035
H 5.247 -5.147 1.452 0.376
H 5.963 -3.533 1.569 0.274
H 6.205 -4.500 0.112 0.316
C 5.654 -0.376 -7.763 -1.440
C 4.570 -0.530 -6.726 0.856
C 3.629 -1.550 -6.814 -1.015
C 2.631 -1.702 -5.857 1.193
C 1.624 -2.817 -5.965 -1.389
C 2.568 -0.813 -4.782 0.922
C 3.499 0.220 -4.676 1.049
C 3.460 1.181 -3.517 -1.223
C 4.486 0.345 -5.651 -0.884
C 1.505 -1.031 -3.711 -0.373
O 1.896 -1.714 -2.720 -0.699
O 0.368 -0.564 -3.898 -0.715
H 5.557 -1.131 -8.544 0.337
H 6.647 -0.481 -7.319 0.294
H 5.614 0.607 -8.240 0.310
H 3.672 -2.244 -7.650 0.196
H 1.773 -3.394 -6.880 0.375
H 0.608 -2.418 -5.954 0.286
H 1.706 -3.490 -5.108 0.210
H 4.178 0.889 -2.745 0.236
H 2.479 1.224 -3.050 -0.183
H 3.713 2.193 -3.840 0.461
H 5.207 1.156 -5.566 0.382
```

Calculated values
highest occupied orbital energy: -3.04 eV
total energy: -99210.7251 eV
net charge: -2
frontier orbital gap: 6.671 eV
energy above the lowest of the compared OMol25 structures with the same formula, charge and spin: 0.9547 eV